Molecular formula: C5H12N
Method: DFT, ωB97M-V/def2-TZVPD

Computed properties:
highest occupied orbital energy (spin up / spin down): -3.23 / -7.75 eV
energy relative to the best compared isomer or geometry (same formula, charge and spin): 301.8 kJ/mol
lowest unoccupied orbital energy (spin up / spin down): 0.37 / 0.30 eV
Kohn-Sham gap (spin up / spin down): 0.132 / 0.296 hartree
2S+1: 2
energy: -252.2708 Eh

XYZ file:
```
18
C5H12N | the OMol25 dataset | ωB97M-V/def2-TZVPD
H -0.249 -2.623 2.225
N -1.405 0.948 -0.130
H -0.681 2.458 -1.397
H 2.275 0.507 -1.746
H -1.625 2.977 0.082
C -1.544 2.255 -0.760
H 2.460 0.722 0.116
H -0.653 -2.652 0.381
H -1.401 0.192 -0.845
C 1.968 0.206 -0.741
C 0.751 -1.144 0.996
H -2.136 0.764 0.539
H 1.203 -0.642 1.865
H 0.539 -1.377 -1.189
H -0.530 0.817 0.383
C -0.077 -2.190 1.251
C 1.092 -0.805 -0.430
H -2.511 2.281 -1.399
```

---

Molecular formula: C3H10N2O
Method: DFT, ωB97M-V/def2-TZVPD

Computed properties:
highest occupied orbital energy: -8.23 eV
energy relative to the best compared isomer or geometry (same formula, charge and spin): 824.8 kJ/mol
lowest unoccupied orbital energy: -4.16 eV
Kohn-Sham gap: 0.150 hartree
energy: -304.7605 Eh

XYZ file:
```
16
C3H10N2O | the OMol25 dataset | ωB97M-V/def2-TZVPD
N -1.777 -1.318 -0.168
C -0.797 -0.287 0.271
H 0.777 -0.550 -1.025
H -0.485 0.402 -1.773
H -1.639 0.838 1.686
H 1.763 0.697 0.284
H -2.715 -0.989 -0.097
H 1.438 2.045 -0.868
O 2.289 -1.007 -0.030
H -1.666 -2.302 0.001
C 0.964 1.353 -0.177
N -1.608 0.770 0.655
H 0.364 1.854 0.596
H 3.104 -1.033 0.519
H -0.095 -0.744 0.984
C 0.083 0.271 -0.859
```

---

Molecular formula: C29H39N7O4SScSi
Method: DFT, ωB97M-V/def2-TZVPD

Computed properties:
highest occupied orbital energy: -9.85 eV
energy relative to the best compared isomer or geometry (same formula, charge and spin): 35.3 kJ/mol
lowest unoccupied orbital energy: -2.78 eV
net charge: +1
Kohn-Sham gap: 0.260 hartree
energy: -3261.1968 Eh

XYZ file:
```
82
C29H39N7O4SScSi | the OMol25 dataset | ωB97M-V/def2-TZVPD
H 0.420 -3.309 -3.797
N 3.964 0.675 2.098
C -0.748 -3.854 -0.162
H -0.668 3.712 -6.997
C 1.831 0.483 5.691
C -2.133 4.946 -4.206
H 0.046 2.755 3.932
H 2.070 0.263 -2.464
H 4.521 1.273 2.692
C 0.985 -0.474 3.661
C -4.173 -0.838 2.770
C -1.192 -3.507 -1.571
C -3.366 1.499 1.524
H -3.016 -0.143 -2.774
C 4.087 -0.685 2.086
N -1.711 -0.098 -1.081
H 1.806 2.485 0.245
H 2.157 -1.554 5.101
H 1.302 -3.382 -2.260
C -1.423 -1.574 -2.984
H -2.092 -1.259 3.005
C 5.086 -1.353 2.958
C 1.698 -0.607 4.844
H -1.371 -4.663 0.227
O 3.442 -3.458 1.015
H -1.391 0.806 -1.444
H -0.856 -0.828 -3.541
H -0.479 2.338 1.294
C -0.954 3.883 -5.970
C 1.233 1.690 5.356
C -2.387 0.612 1.979
H 1.325 2.541 6.019
C -2.824 -0.562 2.604
H 2.194 2.901 1.921
C 2.968 1.033 1.264
O 5.101 -2.668 2.934
H -3.064 2.429 1.054
H -1.811 -2.404 0.868
C 1.534 -1.529 -3.322
O 1.729 -2.455 -0.025
N -0.838 -2.644 0.683
C -1.506 4.148 -3.291
H 0.339 2.419 -5.342
C -2.440 -0.820 -2.139
C -1.859 4.818 -5.584
C 3.154 -1.117 1.193
H 2.396 0.392 6.608
H -4.483 -1.744 3.275
N 1.841 -0.678 -2.153
C -4.721 1.228 1.681
C 0.380 0.730 3.295
C -0.569 3.170 -3.704
H 2.443 -1.874 -3.820
H 4.418 -3.050 2.326
Sc 0.399 -0.898 -0.303
Si -0.531 0.874 1.634
N -0.488 -2.338 -2.138
H -3.158 -1.491 -1.666
S 0.286 2.151 -2.668
C 2.778 -2.470 0.727
H -1.695 4.242 -2.232
H -1.919 -2.231 -3.710
C 0.512 1.807 4.176
C 0.704 -2.737 -2.904
H 0.913 -1.335 2.999
H 2.664 -1.041 -1.683
N -0.349 3.098 -5.045
H -0.433 -2.842 1.594
C 2.580 2.443 1.009
O 5.795 -0.683 3.664
H 0.996 -0.914 -4.043
H -1.093 -4.374 -2.232
H 3.443 3.017 0.670
N 2.454 -0.046 0.692
H -2.342 5.445 -6.317
H -5.459 1.939 1.332
H 0.289 -4.179 -0.148
H -6.181 -0.152 2.434
C -5.128 0.057 2.301
H -2.333 0.135 -0.308
H -2.843 5.691 -3.871
H -2.256 -3.267 -1.532
```

---

Molecular formula: C4H5O2Pb
Method: DFT, ωB97M-V/def2-TZVPD

Computed properties:
highest occupied orbital energy (spin up / spin down): -14.39 / -17.89 eV
energy relative to the best compared isomer or geometry (same formula, charge and spin): 116.7 kJ/mol
lowest unoccupied orbital energy (spin up / spin down): -8.79 / -8.79 eV
net charge: +2
Kohn-Sham gap (spin up / spin down): 0.206 / 0.334 hartree
2S+1: 2
energy: -497.8837 Eh

XYZ file:
```
12
C4H5O2Pb | the OMol25 dataset | ωB97M-V/def2-TZVPD
H 0.341 -2.163 0.151
C -0.704 -1.882 -0.017
H -1.149 1.117 0.958
O 1.916 1.423 0.131
C -0.989 -1.126 -1.032
H -1.138 0.154 -2.394
H -1.518 -2.277 0.600
O -1.272 -0.794 -2.173
C 0.917 1.289 0.750
C -0.175 0.682 1.190
H 0.197 0.724 2.302
Pb 3.573 2.854 -0.466
```

---

Molecular formula: C3H7MgO2
Method: DFT, ωB97M-V/def2-TZVPD

Computed properties:
highest occupied orbital energy (spin up / spin down): -7.51 / -8.06 eV
energy relative to the best compared isomer or geometry (same formula, charge and spin): 28.9 kJ/mol
lowest unoccupied orbital energy (spin up / spin down): 0.04 / -1.31 eV
Kohn-Sham gap (spin up / spin down): 0.278 / 0.248 hartree
2S+1: 2
energy: -469.0064 Eh

XYZ file:
```
13
C3H7MgO2 | the OMol25 dataset | ωB97M-V/def2-TZVPD
H 1.365 -0.393 -0.215
C 2.281 1.418 -0.808
H 3.249 0.937 -0.952
Mg -1.117 2.099 -1.568
O 1.376 0.819 2.842
C 2.498 0.001 3.066
H 2.290 -1.059 2.844
H 2.775 0.077 4.127
C 1.224 0.682 -0.405
H 0.712 0.349 2.267
O -0.035 1.101 -0.327
H 3.365 0.314 2.459
H 2.209 2.500 -0.956
```

---

Molecular formula: H4O2
Method: DFT, ωB97M-V/def2-TZVPD

Computed properties:
highest occupied orbital energy: -10.95 eV
energy relative to the best compared isomer or geometry (same formula, charge and spin): 27.9 kJ/mol
lowest unoccupied orbital energy: 0.51 eV
SMILES: O.O
Kohn-Sham gap: 0.421 hartree
energy: -152.8643 Eh

XYZ file:
```
6
H4O2 | the OMol25 dataset | ωB97M-V/def2-TZVPD
H 0.101 0.392 -0.234
H 0.160 0.279 -1.724
H 0.106 -0.652 1.842
H 0.260 -1.324 0.482
O 0.334 0.914 -1.023
O -0.412 -0.751 0.977
```

---

Molecular formula: C21H27N3O4S2
Method: DFT, ωB97M-V/def2-TZVPD

Computed properties:
highest occupied orbital energy: -8.52 eV
energy relative to the best compared isomer or geometry (same formula, charge and spin): 1861.8 kJ/mol
lowest unoccupied orbital energy: -0.92 eV
SMILES: CCOc1ccc(/C=C2\SC(=S)N(CC(=O)NCCCN3CCOCC3)C2=O)cc1
Kohn-Sham gap: 0.279 hartree
energy: -2077.3991 Eh

XYZ file:
```
57
C21H27N3O4S2 | the OMol25 dataset | ωB97M-V/def2-TZVPD
C -0.202 2.452 0.921
C -1.932 2.184 -1.078
S 1.207 2.292 -1.600
H -0.477 -3.775 -1.837
C 0.686 -3.461 0.043
O 5.078 0.274 2.042
C -6.350 1.043 -0.065
C 4.512 2.230 0.737
N 1.058 -2.176 -0.393
C -1.297 -1.579 -0.764
H 5.020 -1.793 0.916
H 1.679 -4.145 -0.241
H -0.085 2.473 1.910
H 3.362 -1.865 -1.782
O 2.394 2.459 2.182
C 3.092 2.316 -1.322
C -2.535 1.892 1.330
O -1.626 -2.914 -0.137
C 0.064 -1.224 0.097
H 5.558 -1.936 -0.619
C -3.290 1.786 -1.180
C -1.611 2.197 0.307
H -4.716 1.589 1.612
H -2.244 -0.859 -0.426
C -6.371 -0.405 0.463
H 3.579 -3.110 -0.621
C -4.259 1.565 -0.351
C -3.928 1.874 0.972
H -0.311 -1.136 1.053
H -0.978 2.428 -1.808
H 5.288 2.543 0.018
H 0.637 -3.559 1.173
H -6.419 -1.115 -0.563
H -7.252 -0.559 1.186
S 4.030 2.083 -2.366
H -7.339 1.174 -0.702
C 0.941 2.397 0.086
H 2.580 -2.065 1.292
H 4.847 0.431 -1.125
O -5.404 1.244 -1.063
C 4.781 -1.620 0.022
H -1.158 -1.721 -1.839
C 3.565 -2.172 -0.541
H -6.401 1.815 0.776
C 2.152 2.436 1.067
N 4.914 -0.326 -0.175
N 3.253 2.243 0.141
H -0.859 -4.796 -0.520
H 4.690 2.823 1.565
C 2.375 -1.572 0.220
H -2.308 1.768 2.278
H 2.386 -0.427 0.074
H -3.408 1.825 -2.291
C 4.870 0.818 0.675
H -5.409 -0.657 1.083
C -0.520 -3.613 -0.645
H 0.094 -0.076 -0.185
```